Computed, not measured: 2 unconnected molecules or ions with the total composition C9H6ClI2O3, with the ωB97M-V functional and the def2-TZVPD basis.

Calculated values
* LUMO: 0.03002 hartree
* HOMO level: -3.1 eV
* gap between HOMO and LUMO: 3.87 eV
* DFT total energy: -44291.8258 eV

Geometry as ORCA input:
```
! wB97M-V def2-TZVPD RIJCOSX def2/J DEFGRID3
* xyz -1 1
C -0.081 2.793 -1.110
C 0.521 1.674 -0.790
C 1.232 0.401 -0.162
C 0.653 -0.904 0.002
C -0.792 -1.505 -0.353
I -1.175 -1.561 -2.538
C -2.016 -0.878 0.490
C -2.504 0.584 0.024
I -3.725 -2.232 0.555
C 1.926 -1.703 0.635
O 1.823 -2.961 0.810
O 3.054 -0.856 0.875
C 2.746 0.463 0.375
O 3.510 1.471 0.402
H -0.587 3.812 -1.268
H -0.743 -2.632 -0.057
H -1.649 -0.765 1.592
H -2.352 0.823 -1.088
H -2.011 1.455 0.620
H -3.648 0.662 0.225
Cl 5.820 1.859 0.762
*
```


Computed, not measured: a gas-phase ion, C5H10NO2 (charge -1), with the ωB97M-V functional and the def2-TZVPD basis.

Calculated values
* LUMO: 0.14876 hartree
* HOMO level: -2.3 eV
* ΔE to the lowest compared entry with this formula, charge and spin: 2.105 eV
* gap between HOMO and LUMO: 6.40 eV
* SMILES: CN/C([O-])=C/CCO
* DFT total energy: -10932.1593 eV

Geometry as ORCA input:
```
! wB97M-V def2-TZVPD RIJCOSX def2/J DEFGRID3
* xyz -1 1
C 0.989 -2.614 0.196
N 0.122 -1.865 1.091
C -0.310 -0.561 0.682
O -0.787 0.117 1.648
C -0.261 -0.261 -0.679
C -0.874 1.079 -1.014
C -0.128 2.341 -0.487
O -0.606 2.821 0.765
H 1.828 -2.034 -0.201
H 0.400 -3.083 -0.588
H 1.509 -3.378 0.806
H 0.295 -1.975 2.082
H 0.325 -0.724 -1.446
H -0.921 1.428 -2.060
H -1.891 1.247 -0.618
H 0.960 2.189 -0.389
H -0.112 3.200 -1.178
H -0.537 2.075 1.389
*
```


Computed, not measured: 2 unconnected molecules or ions with the total composition C2H3FNP, with the ωB97M-V functional and the def2-TZVPD basis.

Calculated values
* LUMO (spin up / spin down): -0.03390 / -0.03359 hartree
* HOMO level (spin up / spin down): -8.0 / -8.0 eV
* ΔE to the lowest compared entry with this formula, charge and spin: 2.347 eV
* gap between HOMO and LUMO (spin up / spin down): 7.13 / 7.13 eV
* DFT total energy: -15615.1644 eV

Geometry as ORCA input:
```
! wB97M-V def2-TZVPD RIJCOSX def2/J DEFGRID3
* xyz 0 1
C 0.381 -0.161 -0.387
C -0.002 0.551 0.670
N 0.934 -0.927 -1.154
F -2.032 -1.638 1.690
P -2.933 -0.399 1.218
H 0.754 0.619 1.420
H -0.728 1.361 0.600
H 0.542 -1.722 -1.660
*
```


Computed, not measured: a molecular structure, C5H8S2, with the ωB97M-V functional and the def2-TZVPD basis.

Calculated values
* LUMO: 0.02713 hartree
* HOMO level: -8.8 eV
* ΔE to the lowest compared entry with this formula, charge and spin: 2.990 eV
* gap between HOMO and LUMO: 9.51 eV
* DFT total energy: -26982.1678 eV

Geometry as ORCA input:
```
! wB97M-V def2-TZVPD RIJCOSX def2/J DEFGRID3
* xyz 0 1
C 0.212 -0.448 0.193
C -0.542 -0.705 -1.182
C -0.898 -1.139 1.137
C 0.417 0.959 0.487
C 0.045 2.032 -0.106
H 2.419 0.025 -0.689
H -0.490 0.159 -1.951
H -0.293 -1.640 -1.695
H -0.949 -0.715 2.188
H -0.748 -2.271 0.987
H 0.859 0.826 1.500
H -0.463 1.859 -0.928
H 0.575 2.943 0.273
S 1.941 -1.180 -0.079
S -2.087 -0.706 -0.135
*
```


Computed, not measured: a molecular structure, C15H31FeO7, with the ωB97M-V functional and the def2-TZVPD basis.

Calculated values
* LUMO (spin up / spin down): -0.16782 / -0.27643 hartree
* HOMO level (spin up / spin down): -16.6 / -16.4 eV
* ⟨S²⟩: 8.763
* gap between HOMO and LUMO (spin up / spin down): 12.05 / 8.83 eV
* DFT total energy: -64761.3940 eV

Geometry as ORCA input:
```
! wB97M-V def2-TZVPD RIJCOSX def2/J DEFGRID3
* xyz 2 6
Fe 0.031 0.134 -0.189
C -1.522 -2.486 0.424
C -1.078 -2.682 -1.004
O 0.148 -1.955 -1.082
C 0.830 -1.939 -2.330
C 0.145 -0.963 -3.263
O -0.207 0.191 -2.471
C -1.248 0.997 -3.058
C -2.336 1.109 -2.017
O -1.751 1.448 -0.757
C -1.508 2.851 -0.536
C -0.044 3.144 -0.802
O 0.767 2.164 -0.136
C 1.236 2.495 1.184
C 0.185 2.140 2.237
O -0.589 1.055 1.711
C -1.134 0.121 2.649
C -2.188 -0.629 1.869
O -1.598 -1.058 0.619
H -0.785 -2.904 1.114
H -2.498 -2.935 0.608
H -1.815 -2.275 -1.703
H -0.912 -3.738 -1.227
H 0.869 -2.942 -2.760
H 1.846 -1.617 -2.103
H -0.769 -1.385 -3.687
H 0.807 -0.668 -4.078
H -1.625 0.516 -3.961
H -0.828 1.961 -3.344
H -2.815 0.141 -1.863
H -3.101 1.834 -2.296
H -1.792 3.055 0.495
H -2.142 3.454 -1.187
H 0.249 4.146 -0.490
H 0.191 3.037 -1.859
H 1.495 3.553 1.222
H 2.140 1.908 1.321
H -0.492 2.967 2.458
H 0.681 1.844 3.164
H -1.577 0.644 3.499
H -0.336 -0.538 3.003
H -3.025 0.020 1.617
H -2.552 -1.492 2.423
C 2.698 -0.697 2.616
C 2.743 -0.892 1.111
C 2.957 -2.345 0.728
O 1.536 -0.406 0.528
H 3.672 -0.933 3.043
H 1.967 -1.364 3.076
H 2.462 0.333 2.882
H 3.549 -0.282 0.687
H 2.196 -2.983 1.178
H 3.931 -2.675 1.089
H 2.935 -2.476 -0.352
*
```


Computed, not measured: 5 unconnected molecules or ions with the total composition C14H40O10, with the ωB97M-V functional and the def2-TZVPD basis.

Calculated values
* LUMO: 0.01033 hartree
* HOMO level: -8.6 eV
* ΔE to the lowest compared entry with this formula, charge and spin: 14.325 eV
* gap between HOMO and LUMO: 8.88 eV
* DFT total energy: -35625.6093 eV

Geometry as ORCA input:
```
! wB97M-V def2-TZVPD RIJCOSX def2/J DEFGRID3
* xyz 0 1
C 0.024 -0.507 -0.493
C 0.234 0.941 -0.197
O -0.101 1.117 1.198
O 0.302 -0.834 -1.953
H -1.051 -0.769 -0.123
H 0.676 -1.270 0.043
H -0.493 1.627 -0.732
H 1.325 1.415 -0.380
H -0.427 1.987 1.476
H -0.042 -1.801 -1.903
C 1.626 -0.533 3.835
C 1.942 -1.539 4.951
O 3.016 -1.292 5.687
O 0.444 -0.932 3.044
H 2.474 -0.726 3.147
H 1.491 0.450 4.026
H 1.890 -2.593 4.418
H 0.982 -1.575 5.356
H 3.929 -1.068 5.267
H 0.335 -0.240 2.568
C 3.236 -1.617 -4.215
C 3.539 -1.068 -2.893
O 2.757 0.101 -2.781
O 3.825 -2.948 -4.378
H 3.662 -1.110 -4.934
H 2.140 -1.734 -4.220
H 4.530 -0.738 -2.548
H 3.124 -1.547 -1.909
H 1.792 -0.135 -2.701
H 3.274 -3.198 -5.255
C -3.049 3.093 -0.445
C -3.234 2.066 -1.338
O -4.598 1.715 -1.261
O -1.680 3.448 -0.302
H -3.569 2.802 0.672
H -3.696 3.884 -0.558
H -2.512 1.171 -1.212
H -3.256 2.647 -2.299
H -4.788 0.724 -1.385
H -1.522 4.357 -0.541
C -1.892 -4.006 -2.165
C -0.458 -4.394 -2.057
C 0.388 -3.976 -3.338
O 0.064 -3.599 -1.032
H -2.078 -2.924 -2.364
H -2.286 -3.972 -1.034
H -2.498 -4.740 -2.739
H -0.173 -5.544 -1.525
H 0.321 -2.975 -3.644
H 0.132 -4.560 -4.220
H 1.507 -4.229 -3.204
H 0.947 -3.851 -0.832
C -2.110 3.115 3.385
C -1.268 3.995 2.511
C 0.207 4.115 2.983
O -1.150 3.579 1.206
H -1.519 2.113 3.544
H -3.082 2.933 2.817
H -2.448 3.572 4.285
H -1.722 5.031 2.503
H 0.367 4.492 3.920
H 0.998 4.786 2.350
H 0.876 3.093 3.087
H -1.677 4.176 0.832
*
```


The highest DFT total energy belongs to which entry? C5H10NO2


DFT total energy of number 4 (C5H8S2)? -26982.1678 eV


What is the formula in the fourth record? C5H8S2